The following is a DFT calculation (the ωB97M-V functional and the def2-TZVPD basis) of C36H38As2RuTe as an isolated structure at a distorted geometry.

Its HOMO energy is -13.3 eV. The HOMO-LUMO gap is 6.66 eV. As for the LUMO energy: -6.6 eV. Its energy relative to the best compared isomer or geometry (same formula, charge and spin) is 0.0000 eV. Its net charge is +2.

Cartesian coordinates (Å):
Ru 0.8129 -0.9524 -0.0571
C -0.3585 -4.4201 2.9566
C -0.5125 -2.9249 2.6273
C -0.1829 -2.0736 3.8435
C 0.3539 -2.6719 1.4214
C -0.1283 -2.9969 0.1304
C 0.7326 -3.0034 -0.9729
C 2.1197 -2.7083 -0.8543
C 3.0354 -2.7852 -2.0344
C 2.5656 -2.3110 0.4059
C 1.6956 -2.2453 1.5207
H -1.0010 -4.6701 3.8002
H 0.6690 -4.6610 3.2368
H -0.6423 -5.0555 2.1171
H -1.5482 -2.7619 2.3253
H 0.8110 -2.3012 4.2353
H -0.8899 -2.2924 4.6431
H -0.2294 -1.0037 3.6406
H -1.1740 -3.2460 0.0071
H 0.3304 -3.2169 -1.9543
H 3.9715 -2.2649 -1.8401
H 2.5714 -2.3463 -2.9157
H 3.2625 -3.8286 -2.2598
H 3.5965 -1.9972 0.5144
H 2.0835 -1.9167 2.4744
C -0.5510 2.7118 -0.8286
C -1.6143 1.7772 -0.2763
As -0.8937 0.4120 0.9455
C -2.5103 -0.5442 1.3904
C -3.0661 -0.4838 2.6635
C -4.2176 -1.2048 2.9504
C -4.8205 -1.9768 1.9680
C -4.2777 -2.0250 0.6897
C -3.1239 -1.3116 0.4031
C -0.5033 1.5076 2.4858
C 0.6998 1.3879 3.1698
C 0.9516 2.1806 4.2800
C 0.0014 3.0951 4.7089
C -1.2076 3.2117 4.0348
C -1.4631 2.4185 2.9270
As 1.0134 1.9313 -1.6895
C 1.7331 3.2961 -2.8113
C 2.8844 3.9671 -2.4194
C 3.3699 4.9961 -3.2137
C 2.7091 5.3397 -4.3844
C 1.5595 4.6611 -4.7715
C 1.0641 3.6340 -3.9845
C 0.5468 0.4223 -2.7966
C -0.6330 -0.3124 -2.6944
C -0.8888 -1.3472 -3.5975
C 0.0187 -1.6384 -4.5962
C 1.2055 -0.9078 -4.6948
C 1.4749 0.1060 -3.7986
H -0.1102 3.3132 -0.0299
H -0.9679 3.4011 -1.5660
H -2.1939 1.2953 -1.0598
H -2.3306 2.3649 0.2980
H -2.6051 0.1166 3.4378
H -4.6467 -1.1598 3.9425
H -5.7188 -2.5354 2.1942
H -4.7567 -2.6146 -0.0808
H -2.7060 -1.3655 -0.5978
H 1.4469 0.6772 2.8396
H 1.8908 2.0861 4.8084
H 0.2003 3.7155 5.5724
H -1.9548 3.9153 4.3762
H -2.4239 2.5054 2.4340
H 3.4090 3.6991 -1.5096
H 4.2654 5.5256 -2.9188
H 3.0927 6.1403 -5.0023
H 1.0505 4.9318 -5.6864
H 0.1703 3.1065 -4.2994
H -1.4018 -0.0504 -1.9856
H -1.8221 -1.8921 -3.5304
H -0.1936 -2.4182 -5.3156
H 1.9095 -1.1280 -5.4866
H 2.3945 0.6725 -3.8911
Te 2.5965 1.0492 -0.0136

Löwdin atomic charge list, values in e, 8 entries: Ru 0.6137; C -0.0229; C -0.3689; C -0.0441; C -0.2637; C -0.0897; C -0.0770; C -0.3157

***

The following is a DFT calculation (the ωB97M-V functional and the def2-TZVPD basis) of C36H38BrN4O2Ru as an isolated structure at a distorted geometry.

Its spin multiplicity is 2. Its HOMO energy (spin up / spin down) is -13.3 / -13.2 eV. Its expectation value of S² is 1.03. The HOMO-LUMO gap (spin up / spin down) is 7.45 / 4.84 eV. As for the LUMO energy (spin up / spin down): -5.8 / -8.4 eV. Its net charge is +2.

Cartesian coordinates (Å):
Ru -0.0273 -0.7117 -0.8368
O 3.9550 -1.2868 -0.1507
C 4.5453 -0.1656 -0.2923
C 5.8521 -0.0031 0.2756
C 6.5167 1.1604 0.0678
C 5.9187 2.1856 -0.7061
C 4.6273 2.0411 -1.2531
C 3.9075 0.9040 -1.0374
C 2.4729 0.7677 -1.5333
O 1.9848 -0.5319 -1.4815
N 1.6306 1.6460 -0.6981
N 0.3088 1.3759 -0.9111
C -0.5936 2.2559 -0.7392
C -1.9848 2.0022 -1.0678
Br -2.3591 0.2800 -1.8559
C -3.0310 2.8066 -0.8803
C -3.0376 4.2072 -0.4445
C -4.1548 4.6607 0.2598
C -4.2455 5.9787 0.6737
C -3.2345 6.8735 0.3545
C -2.1364 6.4458 -0.3784
C -2.0355 5.1226 -0.7733
H 3.0047 -1.1959 -0.6698
H 6.2825 -0.8290 0.8266
H 7.5066 1.3040 0.4785
H 6.4685 3.1009 -0.8862
H 4.2104 2.8418 -1.8535
H 2.4626 1.1298 -2.5717
H 1.8964 2.6182 -0.6171
H -0.3361 3.2277 -0.3309
H -4.0104 2.3735 -1.0590
H -4.9514 3.9624 0.4947
H -5.1111 6.3148 1.2283
H -3.3156 7.9107 0.6530
H -1.3708 7.1557 -0.6634
H -1.2103 4.8206 -1.4059
C 1.7004 -0.0756 2.3594
C 0.4120 0.6868 2.5466
C 0.3883 1.8741 3.2664
C -0.7910 2.5853 3.4306
C -1.9709 2.0906 2.9023
C -1.9963 0.8902 2.1990
C -3.3115 0.3209 1.7281
C -0.7886 0.2178 2.0141
N -0.7456 -0.9403 1.1644
C -1.0512 -2.1209 1.5257
C -1.5345 -2.4764 2.8892
C -0.8520 -3.1830 0.4776
C -1.0697 -4.6198 0.8019
N -0.4906 -2.7414 -0.6592
C -0.1447 -3.6017 -1.7624
C 1.1071 -4.2188 -1.7559
C 2.0513 -4.0713 -0.5881
C 1.4447 -5.0123 -2.8416
C 0.5559 -5.2043 -3.8878
C -0.6845 -4.5945 -3.8583
C -1.0562 -3.7745 -2.7980
C -2.4159 -3.1161 -2.7959
H 2.5554 0.5989 2.4150
H 1.7308 -0.5939 1.4006
H 1.8304 -0.8280 3.1425
H 1.3099 2.2423 3.7028
H -0.7924 3.5174 3.9808
H -2.8987 2.6340 3.0449
H -3.9862 1.1184 1.4173
H -3.8032 -0.2118 2.5467
H -3.1992 -0.3774 0.9007
H -1.6354 -1.5906 3.5108
H -0.8325 -3.1666 3.3653
H -2.4974 -2.9895 2.8320
H -2.0721 -4.7765 1.2063
H -0.3627 -4.9438 1.5701
H -0.9422 -5.2416 -0.0796
H 1.9648 -3.0937 -0.1177
H 3.0831 -4.2131 -0.9070
H 1.8470 -4.8229 0.1803
H 2.4144 -5.4967 -2.8586
H 0.8285 -5.8363 -4.7225
H -1.3876 -4.7535 -4.6679
H -3.1745 -3.8080 -3.1586
H -2.4254 -2.2567 -3.4721
H -2.7170 -2.7751 -1.8056

Löwdin atomic charge list, values in e, 8 entries: Ru 1.1004; O 0.1568; C -0.2153; C 0.0648; C -0.0119; C 0.0393; C 0.0096; C -0.0422

***

The following is a DFT calculation (the ωB97M-V functional and the def2-TZVPD basis) of C36H39AsFeN8O6S2 as an isolated structure at a distorted geometry.

Its spin multiplicity is 5. Its HOMO energy (spin up / spin down) is -1.2 / -1.1 eV. Its expectation value of S² is 6.01. The HOMO-LUMO gap (spin up / spin down) is 5.58 / 5.57 eV. As for the LUMO energy (spin up / spin down): 4.4 / 4.4 eV. Its energy relative to the best compared isomer or geometry (same formula, charge and spin) is 0.2351 eV. Its net charge is -2.

Cartesian coordinates (Å):
Fe 0.5255 -0.7473 0.1589
N -0.7895 -2.7914 -2.9714
C -1.7983 -2.8010 -2.0938
N -3.0201 -3.1363 -2.5390
C -3.9377 -3.1974 -1.5864
N -5.2212 -3.5049 -1.9735
N -3.7357 -3.0204 -0.2792
C -2.4875 -2.6656 0.0253
N -1.5046 -2.4845 -0.8183
C -2.1606 -2.4973 1.4763
C -2.9769 -3.0712 2.4358
C -2.6323 -2.9451 3.7730
C -1.4997 -2.2331 4.0960
C -0.7591 -1.6770 3.0659
N -1.0631 -1.8065 1.7798
H -0.9680 -3.2002 -3.8699
H 0.1515 -2.8095 -2.5858
H -5.4224 -3.2883 -2.9349
H -5.9219 -3.2315 -1.3046
H -3.8543 -3.6107 2.1152
H -3.2424 -3.3997 4.5437
H -1.1757 -2.0914 5.1181
H 0.0942 -1.0750 3.2930
C 2.0928 2.3399 -0.1740
C 2.9138 1.3544 -0.9397
C 4.0827 1.8313 -1.5915
C 4.8519 0.9859 -2.3151
C 4.4892 -0.3728 -2.4214
C 5.2561 -1.2809 -3.1867
C 4.8456 -2.5798 -3.2825
C 3.6716 -3.0065 -2.6373
C 2.8819 -2.1574 -1.8763
S 1.4396 -2.7561 -1.1311
C 3.3153 -0.7888 -1.7454
N 2.5517 0.0851 -1.0158
H 2.3945 3.3619 -0.4074
H 2.2094 2.1910 0.8939
H 1.0340 2.2076 -0.4024
H 4.3428 2.8776 -1.4944
H 5.7440 1.3355 -2.8254
H 6.1536 -0.9290 -3.6850
H 5.4221 -3.2891 -3.8672
H 3.3479 -4.0375 -2.7298
O 4.4484 -1.0341 2.6534
As 2.6989 -1.3063 2.9699
O 2.4955 -2.5911 3.9756
O 2.0600 -1.4264 1.4425
C 2.5361 0.2605 4.1328
C 3.4356 0.1227 5.2021
C 3.5390 1.0944 6.1763
C 2.7304 2.2266 6.1177
C 1.8189 2.3658 5.0920
C 1.7114 1.3867 4.0912
S 0.3743 1.7091 2.9326
O -0.8151 1.4633 3.7248
O 0.5707 3.0788 2.5137
O 0.5658 0.7378 1.8509
H 4.6393 -1.6172 1.9031
H 4.0452 -0.7699 5.2478
H 4.2477 0.9700 6.9874
H 2.8120 2.9947 6.8790
H 1.1634 3.2265 5.0340
C -3.9072 0.6246 2.0507
C -3.4576 1.2677 0.7578
C -4.2417 2.2635 0.1589
C -3.8171 2.8226 -1.0384
C -4.6362 3.9088 -1.6971
C -2.6479 2.3918 -1.6581
C -1.8182 1.3632 -1.1098
C -2.2909 0.8705 0.1407
N -0.6822 0.8102 -1.6236
C -0.3155 1.0896 -3.0310
C 0.1895 2.5354 -3.2617
C -1.4468 0.7816 -4.0414
C 0.8617 0.1722 -3.4196
H -4.8056 1.1147 2.4324
H -3.1265 0.6931 2.8102
H -4.1406 -0.4344 1.9018
H -5.1628 2.5983 0.6310
H -5.4587 4.2231 -1.0504
H -5.0639 3.5643 -2.6439
H -4.0228 4.7874 -1.9170
H -2.3833 2.8817 -2.5779
H -1.6648 0.1188 0.5855
H -0.5831 3.2939 -3.1613
H 0.6147 2.6191 -4.2703
H 0.9772 2.7629 -2.5393
H -2.3305 1.3950 -3.8901
H -1.7420 -0.2592 -3.9333
H -1.0890 0.9410 -5.0672
H 1.8266 0.6601 -3.2528
H 0.8072 -0.1012 -4.4795
H 0.8399 -0.7391 -2.8215

Löwdin atomic charge list, values in e, 8 entries: Fe 0.7214; N 0.1317; C -0.4390; N 0.1685; C -0.4688; N 0.1198; N 0.1676; C -0.2857

***

The following is a DFT calculation (the ωB97M-V functional and the def2-TZVPD basis) of C36H39CuN4O3P2S as an isolated structure at a distorted geometry.

Its spin multiplicity is 2. Its HOMO energy (spin up / spin down) is -10.1 / -10.1 eV. Its expectation value of S² is 0.75. The HOMO-LUMO gap (spin up / spin down) is 7.98 / 6.33 eV. As for the LUMO energy (spin up / spin down): -2.1 / -3.8 eV. Its net charge is +1.

Cartesian coordinates (Å):
Cu -0.1272 1.3848 -0.0858
C 3.9022 2.5828 0.4996
P 2.5711 1.3828 0.1233
C 3.2797 0.4836 -1.2978
C 2.6580 0.2516 1.5501
C 3.6967 -0.6544 1.7269
C 3.7083 -1.5117 2.8170
C 2.6776 -1.4605 3.7416
C 1.6484 -0.5430 3.5880
C 1.6308 0.3251 2.5010
P 0.2828 1.5344 2.2512
C -0.9561 1.1339 3.5123
C 0.9560 3.1115 2.8738
H 4.8602 2.0626 0.5551
H 3.7168 3.0651 1.4578
H 3.9648 3.3482 -0.2735
H 4.0745 -0.2036 -1.0096
H 3.6974 1.2166 -1.9902
H 2.4963 -0.0716 -1.8042
H 4.5020 -0.7071 1.0043
H 4.5163 -2.2209 2.9401
H 2.6733 -2.1349 4.5879
H 0.8514 -0.5228 4.3189
H -1.3488 0.1339 3.3449
H -1.7851 1.8338 3.4032
H -0.5408 1.2280 4.5164
H 1.4574 2.9548 3.8294
H 0.1312 3.8123 3.0125
H 1.6517 3.5525 2.1622
O -4.3094 0.8860 0.3004
S -2.9423 0.5307 0.0395
O -2.2435 -0.1820 1.0887
N -2.0081 1.7521 -0.4558
C -2.3770 3.1110 -0.4018
C -3.6414 3.6288 -0.2373
C -3.8657 5.0213 -0.2783
C -2.8530 5.9062 -0.4957
C -1.5416 5.4148 -0.6817
C -0.4412 6.2636 -0.9326
C 0.8012 5.7305 -1.1180
C 0.9474 4.3358 -1.0300
N -0.0433 3.5166 -0.7806
C -1.2986 4.0257 -0.6223
C -2.9711 -0.5518 -1.3668
C -3.4928 -1.8230 -1.1429
C -3.6267 -2.6991 -2.2061
C -3.2588 -2.3008 -3.4877
C -2.7468 -1.0314 -3.6997
C -2.5922 -0.1510 -2.6352
H -4.4781 2.9708 -0.0812
H -4.8770 5.3798 -0.1387
H -3.0309 6.9730 -0.5334
H -0.6029 7.3335 -0.9831
H 1.6623 6.3495 -1.3261
H 1.9230 3.8863 -1.1717
H -3.8062 -2.1122 -0.1476
H -4.0463 -3.6832 -2.0406
H -3.3945 -2.9765 -4.3233
H -2.4718 -0.7163 -4.6984
H -2.2106 0.8489 -2.7926
C -0.3349 -5.0108 -1.7330
N 0.3379 -3.7218 -1.8247
N 0.2203 -2.8136 -0.7857
C 0.3762 -1.5431 -1.2746
O 0.4173 -0.5531 -0.5105
C 0.5407 -1.6770 -2.6802
C 0.4709 -3.0110 -2.9707
C 0.4473 -3.6926 -4.2911
C 0.3814 -3.2223 0.5707
C 1.4144 -4.0858 0.9124
C 1.5434 -4.4962 2.2301
C 0.6616 -4.0272 3.1952
C -0.3478 -3.1431 2.8424
C -0.5009 -2.7387 1.5234
H -0.4479 -5.2732 -0.6857
H 0.2742 -5.7716 -2.2160
H -1.3212 -4.9683 -2.1983
H 0.6641 -0.8732 -3.3849
H 0.7079 -2.9872 -5.0761
H -0.5502 -4.0851 -4.5014
H 1.1496 -4.5257 -4.3227
H 2.1043 -4.4318 0.1526
H 2.3369 -5.1793 2.5030
H 0.7618 -4.3540 4.2219
H -1.0358 -2.7739 3.5923
H -1.2810 -2.0459 1.2363

Löwdin atomic charge list, values in e, 8 entries: Cu 0.3816; C -0.2402; P 0.9181; C -0.2223; C -0.3780; C -0.0758; C -0.0606; C -0.0703

***

The following is a DFT calculation (the ωB97M-V functional and the def2-TZVPD basis) of a 8-piece molecular cluster, C36H39N8O15 overall at a distorted geometry.

Its HOMO energy is -6.8 eV. The HOMO-LUMO gap is 7.52 eV. As for the LUMO energy: 0.7 eV. Its energy relative to the best compared isomer or geometry (same formula, charge and spin) is 1.4015 eV. Its net charge is -1.

Cartesian coordinates (Å):
N 0.3919 -0.2537 -1.2273
O 0.8369 -1.3857 -1.8543
O 0.9889 0.1193 -0.2183
O -0.7261 0.1353 -1.5763
C -1.1381 1.3553 3.6097
C -0.8521 1.6183 2.0647
C -1.9731 1.5003 1.1067
C -3.4101 1.2873 1.6647
C -3.7201 1.2233 3.1237
C -2.4951 1.1393 4.0157
N -4.6291 1.4733 0.8157
O -4.4441 2.0283 -0.2803
O -5.5851 0.8983 1.0587
H -0.4061 1.3553 4.4787
H 0.1969 1.6303 1.7277
H -1.7981 1.6633 0.1597
H -4.8261 1.0653 3.4437
H -2.4611 1.0573 5.0627
C 1.3099 3.7203 0.2287
C 2.7559 3.0773 0.1867
C 3.7749 3.6813 1.1567
C 3.4389 5.0343 1.8437
C 2.0339 5.6263 1.6137
C 0.9749 4.8053 0.9447
N 4.5189 5.8583 2.5577
O 4.4029 7.0783 2.7447
O 5.4569 5.1363 2.9147
H 0.5599 3.0423 -0.2343
H 2.8539 2.1463 -0.5663
H 4.7169 3.2603 1.2867
H 1.7689 6.6213 1.6237
H 0.0019 5.2573 0.7977
C -2.5831 -1.7337 1.1987
C -3.7621 -2.2317 1.8727
C -3.6201 -2.9237 3.1667
C -2.1721 -3.2157 3.6207
C -1.0401 -2.7727 2.8637
C -1.2891 -2.0167 1.5417
N -1.8431 -3.8587 4.8807
O -0.9571 -4.7027 4.9887
O -2.3831 -3.2877 5.8537
H -2.6861 -0.9927 0.3127
H -4.7201 -1.9067 1.3487
H -4.3571 -3.3377 3.8497
H -0.0191 -3.1727 3.0847
H -0.3761 -1.5167 1.1797
C 3.0879 -4.8947 0.3677
C 2.1009 -4.2197 -0.6363
C 0.6859 -4.7347 -0.7463
C 0.1949 -6.0757 -0.0453
C 1.1929 -6.6907 0.9307
C 2.6419 -6.0817 0.9627
N -1.0511 -6.7687 -0.3353
O -1.2251 -7.9617 0.0087
O -1.9971 -6.1707 -0.7873
H 4.1929 -4.6047 0.4757
H 2.3759 -3.3517 -1.1663
H -0.1301 -4.2197 -1.2553
H 1.1489 -7.7597 1.3587
H 3.2319 -6.5447 1.6847
C -0.7231 -2.3847 -5.7953
C -0.9591 -1.2237 -4.8503
C -1.5721 0.1103 -5.5443
C -1.5221 0.2203 -7.1203
C -1.0791 -0.9877 -7.9693
C -0.7771 -2.3177 -7.2003
N -1.9231 1.5773 -7.7863
O -1.9051 1.6673 -9.0183
O -2.5471 2.2803 -7.0753
H -0.3401 -3.3307 -5.1243
H -0.7741 -1.3907 -3.8413
H -1.7061 0.9303 -5.0373
H -1.1791 -0.7847 -9.0543
H -0.4371 -3.0127 -7.9223
C -1.9101 4.6343 -1.7133
O -2.2101 5.6403 -1.0683
N -0.8831 4.5173 -2.5253
C -0.7411 3.3173 -3.2993
C 0.1499 5.4683 -2.8413
H -2.4051 3.6043 -1.6513
H -1.1291 2.2743 -2.8843
H 0.1929 3.3723 -3.8473
H -1.4461 3.4783 -4.0993
H 0.8229 5.4173 -1.9733
H -0.4511 6.3403 -3.0683
H 0.7759 5.2613 -3.7363
C 4.6119 -0.7527 4.3037
O 5.7599 -1.2027 3.8477
N 3.4969 -0.7647 3.4667
C 2.2099 -0.3087 4.1737
C 3.3219 -1.2197 2.1077
H 4.5709 -0.3377 5.1827
H 1.5489 0.3633 3.3877
H 2.3139 0.1603 5.3057
H 1.5569 -1.0167 4.4067
H 3.1799 -0.4497 1.3537
H 2.6569 -1.9217 1.7897
H 4.2869 -1.7327 1.8677

Löwdin atomic charge list, values in e, 8 entries: N -0.5401; O -0.1489; O -0.0622; O -0.0529; C -0.0419; C 0.0016; C 0.0298; C -0.0908